Below is a cluster of 2 separate species, C4H10N2O2 in total, with properties calculated with wB97M-V/def2-TZVPD.

The geometry in ORCA input format:
```
! wB97M-V def2-TZVPD RIJCOSX def2/J DEFGRID3
* xyz 1 2
C -0.8652 2.6192 0.4505
C 0.4242 1.8175 0.5285
O 0.5866 0.8702 1.2015
N 1.5707 2.2769 -0.1663
H -0.9440 3.1244 -0.5219
H -0.7769 3.3048 1.3384
H 2.4492 1.6821 -0.0857
H 1.7225 3.1158 -0.6445
H -1.7380 1.9615 0.6406
C -1.1542 -2.2026 -1.0237
C 0.1659 -2.5242 -0.5401
O 1.1258 -2.8774 -1.2399
N 0.5471 -2.3979 0.8036
H -1.2144 -1.0733 -1.1748
H -2.0070 -2.3440 -0.3198
H 1.5369 -2.4102 1.1049
H 0.0246 -2.0029 1.4678
H -1.4538 -2.9400 -1.8193
*
```

Properties
⟨S²⟩: 0.755
Energy above the lowest of the compared OMol25 structures with the same formula, charge and spin, kcal/mol: 47.8
Kohn-Sham gap (spin up / spin down), eV: 8.6 / 3.9
LUMO energy (spin up / spin down), eV: -4.54 / -9.16

In elementary charge units, the Löwdin charges are: atom 1 (C): -0.0027, atom 2 (C): -0.6163, atom 3 (O): 0.0325, atom 4 (N): 0.1309, atom 5 (H): 0.0820, atom 6 (H): 0.1112, atom 7 (H): 0.1335, atom 8 (H): 0.0661, atom 9 (H): 0.0859, atom 10 (C): 0.0443, atom 11 (C): -0.3794, atom 12 (O): 0.3696, atom 13 (N): 0.2774, atom 14 (H): 0.1535, atom 15 (H): 0.1300, atom 16 (H): 0.1701, atom 17 (H): 0.0748, atom 18 (H): 0.1367


Below is the ion C4H10N2OP with charge -1, with properties calculated with wB97M-V/def2-TZVPD.

The geometry in ORCA input format:
```
! wB97M-V def2-TZVPD RIJCOSX def2/J DEFGRID3
* xyz -1 1
C 0.1468 -1.2504 1.2465
C 1.2100 -0.2118 0.9184
C -1.2229 -0.9373 0.5327
C -0.2274 2.0005 -1.2247
N 1.5371 0.0158 -0.5300
N -0.8283 -1.1309 -0.8683
O -1.7413 -0.1876 -1.8771
P 0.0507 0.2151 -1.6884
H 0.5312 -2.3648 0.9554
H -0.0241 -1.3379 2.3471
H 0.8175 0.7288 1.2787
H 2.0876 -0.3400 1.4721
H -1.8476 -1.7393 0.9608
H -1.5136 -0.0748 0.8915
H -0.3952 2.3324 -0.1345
H -1.1912 2.3780 -1.6793
H 0.6219 2.7049 -1.5550
H 1.9887 -0.8007 -1.0458
*
```

Properties
Energy above the lowest of the compared OMol25 structures with the same formula, charge and spin, kcal/mol: 68.7
Kohn-Sham gap, eV: 7.1
LUMO energy, eV: 4.13

In elementary charge units, the Löwdin charges are: atom 1 (C): -0.2355, atom 2 (C): -0.3400, atom 3 (C): -0.2887, atom 4 (C): -0.3533, atom 5 (N): -0.2823, atom 6 (N): -0.2352, atom 7 (O): -0.5042, atom 8 (P): 0.6714, atom 9 (H): 0.1345, atom 10 (H): 0.0873, atom 11 (H): 0.0768, atom 12 (H): 0.0570, atom 13 (H): 0.0920, atom 14 (H): 0.0357, atom 15 (H): 0.0242, atom 16 (H): 0.0127, atom 17 (H): 0.0265, atom 18 (H): 0.0211


Below is the ion C4H10N2OPS with charge -1, with properties calculated with wB97M-V/def2-TZVPD.

The geometry in ORCA input format:
```
! wB97M-V def2-TZVPD RIJCOSX def2/J DEFGRID3
* xyz -1 1
P -1.6844 0.2091 -0.7339
C -0.9300 -1.3656 0.0539
C 0.3581 -1.9571 -0.7022
S 1.7547 -0.7561 -0.9491
C 1.8519 0.4409 0.4386
N 1.8490 0.2827 1.8551
N 1.9032 1.5675 2.3293
C 1.9270 2.4838 1.2202
O 1.9060 1.7909 -0.0290
H -0.7473 1.1004 -0.0731
H -2.5319 0.3323 0.4666
H -2.7818 -0.5587 -1.3478
H -0.8579 0.0790 -1.9233
H -2.3023 1.4050 -1.3320
H -0.7474 -1.2449 1.1917
H -1.7485 -2.1848 -0.0221
H 0.7795 -2.8192 -0.0545
H 0.0612 -2.4233 -1.6997
H 1.9408 3.6183 1.3113
*
```

Properties
Kohn-Sham gap, eV: 6.3
LUMO energy, eV: 3.20

In elementary charge units, the Löwdin charges are: atom 1 (P): 0.1293, atom 2 (C): -0.5019, atom 3 (C): -0.5544, atom 4 (S): 0.8194, atom 5 (C): -0.5637, atom 6 (N): -0.0001, atom 7 (N): -0.0405, atom 8 (C): -0.1153, atom 9 (O): -0.0816, atom 10 (H): -0.0874, atom 11 (H): -0.0849, atom 12 (H): -0.1009, atom 13 (H): -0.0849, atom 14 (H): -0.1156, atom 15 (H): 0.0652, atom 16 (H): 0.0608, atom 17 (H): 0.0605, atom 18 (H): 0.0736, atom 19 (H): 0.1224


Below is a structure of composition C4H10N2OS, with properties calculated with wB97M-V/def2-TZVPD.

The geometry in ORCA input format:
```
! wB97M-V def2-TZVPD RIJCOSX def2/J DEFGRID3
* xyz 0 1
O 0.8865 -1.7947 -2.2924
C 0.8994 -2.2505 -1.1835
N 0.9159 -1.4981 0.0150
C 0.0117 -0.3601 -0.2451
C 0.7397 0.8546 -0.8065
S -0.9036 3.6158 1.5560
C -0.6981 -0.0083 1.0624
N -1.8262 0.8959 1.0257
H 0.7128 -3.3352 -1.0784
H 1.8310 -1.4274 -0.4695
H -0.8619 -0.6824 -0.8300
H 0.9687 0.7905 -1.8704
H 0.2528 1.8302 -0.6783
H 1.7093 0.9401 -0.2933
H -0.9505 -0.9872 1.4757
H 0.0623 0.4671 1.7183
H -1.5537 1.9083 0.9269
H -2.1963 1.0412 1.9675
*
```

Properties
Energy above the lowest of the compared OMol25 structures with the same formula, charge and spin, kcal/mol: 159.3
Kohn-Sham gap, eV: 6.2
LUMO energy, eV: -3.56

In elementary charge units, the Löwdin charges are: atom 1 (O): 0.0738, atom 2 (C): -0.3699, atom 3 (N): 0.0591, atom 4 (C): -0.3970, atom 5 (C): -0.0512, atom 6 (S): 0.1462, atom 7 (C): -0.2625, atom 8 (N): 0.0304, atom 9 (H): 0.1411, atom 10 (H): 0.1200, atom 11 (H): 0.1458, atom 12 (H): 0.0749, atom 13 (H): 0.0482, atom 14 (H): 0.0918, atom 15 (H): 0.1232, atom 16 (H): 0.1210, atom 17 (H): -0.1713, atom 18 (H): 0.0765


Below is an isolated molecule of C4H10N2OS, with properties calculated with wB97M-V/def2-TZVPD.

The geometry in ORCA input format:
```
! wB97M-V def2-TZVPD RIJCOSX def2/J DEFGRID3
* xyz 0 1
N 1.3196 -0.1117 2.1837
C 0.2207 0.4703 1.3481
C 0.4495 0.3205 -0.1197
C -0.4795 -0.8580 -0.6169
S 0.4191 -2.4461 -0.4602
N 0.2387 1.5140 -0.8784
C -1.0910 2.0046 -1.0559
O -1.8930 1.9921 -0.1689
H 1.5601 -1.0206 1.9195
H 2.1389 0.4171 2.3676
H 0.2033 1.5877 1.4575
H -0.7378 0.0908 1.5107
H 1.5937 0.1407 -0.1895
H -1.6355 -0.7007 -0.2624
H -0.6178 -0.6289 -1.7557
H 0.9036 -2.3493 0.8319
H 0.7699 1.4273 -1.7210
H -1.2464 2.7962 -1.9138
*
```

Properties
SMILES: NC[C@@H](CS)NC=O
Energy above the lowest of the compared OMol25 structures with the same formula, charge and spin, kcal/mol: 57.4
Kohn-Sham gap, eV: 9.7
LUMO energy, eV: 0.72

In elementary charge units, the Löwdin charges are: atom 1 (N): 0.0215, atom 2 (C): -0.2351, atom 3 (C): -0.4663, atom 4 (C): -0.5326, atom 5 (S): 0.6996, atom 6 (N): 0.0234, atom 7 (C): -0.3298, atom 8 (O): 0.0412, atom 9 (H): -0.0092, atom 10 (H): 0.0545, atom 11 (H): 0.1354, atom 12 (H): 0.0804, atom 13 (H): 0.1611, atom 14 (H): 0.1367, atom 15 (H): 0.0926, atom 16 (H): -0.1401, atom 17 (H): 0.1119, atom 18 (H): 0.1548


Below is an isolated molecule of C4H10N2OS, with properties calculated with wB97M-V/def2-TZVPD.

The geometry in ORCA input format:
```
! wB97M-V def2-TZVPD RIJCOSX def2/J DEFGRID3
* xyz 0 1
C 2.0456 -0.7221 -1.0354
C 1.0195 -0.7665 0.0954
C 1.6560 -0.4477 1.4458
N -0.1241 0.1056 -0.2168
S 0.1412 1.7960 -0.2624
C -1.4448 -0.3331 -0.0094
N -1.6221 -1.7215 -0.1576
O -2.3498 0.3994 0.3054
H 2.4601 0.3136 -1.1032
H 1.6007 -0.9272 -2.0137
H 2.8618 -1.4436 -0.8733
H 0.5740 -1.7649 0.1950
H 0.8948 -0.3986 2.2311
H 2.1953 0.5191 1.3799
H 2.3678 -1.2532 1.6862
H -0.1643 2.0916 1.0122
H -1.0914 -2.1612 -0.9239
H -2.5940 -1.9789 -0.1919
*
```

Properties
SMILES: CC(C)N(S)C(N)=O
Energy above the lowest of the compared OMol25 structures with the same formula, charge and spin, kcal/mol: 9.5
Kohn-Sham gap, eV: 10.0
LUMO energy, eV: 0.75

In elementary charge units, the Löwdin charges are: atom 1 (C): -0.0791, atom 2 (C): -0.4924, atom 3 (C): -0.0760, atom 4 (N): -0.4105, atom 5 (S): 0.8460, atom 6 (C): -0.6301, atom 7 (N): 0.1288, atom 8 (O): 0.0387, atom 9 (H): 0.0709, atom 10 (H): 0.0747, atom 11 (H): 0.0827, atom 12 (H): 0.1185, atom 13 (H): 0.0837, atom 14 (H): 0.0720, atom 15 (H): 0.0848, atom 16 (H): -0.1151, atom 17 (H): 0.1066, atom 18 (H): 0.0956


| no. | largest force on an atom (hartree/bohr) |
| --- | --- |
| 1 | 0.124 |
| 2 | 0.138 |
| 3 | 0.117 |
| 4 | 0.094 |
| 5 | 0.074 |
| 6 | 0.020 |